{"formula": "C4H9N4OS", "method": "ωB97M-V/def2-TZVPD", "smiles": "NN1C([NH3+])=CC(=O)N[C@H]1S", "homo_lumo_gap_ev": 9.50, "homo_ha": -0.4809, "charge": 1, "e_above_lowest_kcal_mol": 27.80, "symbols": ["N", "N", "C", "N", "C", "C", "O", "N", "C", "S", "H", "H", "H", "H", "H", "H", "H", "H", "H"], "xyz": [[1.960, -0.556, -0.194], [0.555, -0.545, -0.098], [0.062, 0.126, 1.011], [1.141, 0.412, 1.961], [-1.228, 0.404, 1.179], [-2.204, -0.018, 0.145], [-3.394, 0.036, 0.276], [-1.605, -0.554, -0.977], [-0.238, -0.435, -1.289], [0.209, 1.264, -2.076], [2.282, 0.105, -0.907], [2.290, -1.487, -0.442], [1.213, 1.412, 2.181], [1.058, -0.116, 2.837], [1.973, 0.065, 1.354], [-1.626, 0.886, 2.055], [-2.242, -0.811, -1.720], [0.068, -1.192, -2.016], [-0.275, 1.004, -3.279]], "forces_ev_per_a": [[0.08, -0.06, -0.45], [0.49, -0.33, 0.22], [-0.65, 0.07, 0.11], [-0.02, -0.03, -0.03], [0.24, 0.16, 0.18], [0.48, -0.09, -0.17], [-0.30, 0.12, 0.17], [-0.40, -0.49, -0.05], [0.38, 0.87, -0.98], [0.14, -0.29, 0.72], [-0.14, -0.04, 0.00], [-0.13, 0.11, 0.12], [-0.01, -0.22, -0.09], [0.00, 0.07, -0.22], [-0.04, 0.17, 0.43], [0.02, 0.08, 0.16], [0.08, 0.01, 0.07], [-0.09, 0.08, 0.23], [-0.13, -0.19, -0.41]], "nbo_charge": [-0.663, -0.286, 0.321, -0.734, -0.339, 0.650, -0.518, -0.637, 0.067, -0.144, 0.400, 0.404, 0.457, 0.456, 0.469, 0.263, 0.436, 0.238, 0.159]}